A molecular structure, C48H91BF9I2NO24PS2 in a non-equilibrium geometry, computed with the ωB97M-V functional and the def2-TZVPD basis.

The geometry in XYZ format:
```
179
Properties=species:S:1:pos:R:3:forces:R:3
C 5.9545 1.9821 0.7221 0.081 0.207 -0.338
C 5.1281 1.1413 -0.2729 0.312 -0.407 -0.005
P 3.3814 0.9586 0.3017 -0.532 0.474 0.651
C 3.5746 -0.5466 1.3653 0.568 -0.399 0.076
C 3.9522 -0.1147 2.7988 0.116 0.063 -0.298
C 2.3411 0.7652 -1.2965 0.065 0.701 -0.624
C 3.1520 -0.0025 -2.3619 0.443 -0.174 0.153
C 3.7993 -1.3385 -1.9831 0.142 -0.089 -0.574
C 2.9790 -2.6225 -2.0657 0.384 -0.333 0.386
O 3.6223 -3.6052 -1.2524 0.015 0.129 0.004
C 2.7557 -4.2142 -0.3232 -0.094 -0.051 -0.027
C 2.1728 2.2176 -1.8687 -0.242 -0.771 -0.202
O 3.2940 2.9592 -2.2180 0.148 -0.020 0.159
C 1.0955 2.9617 -1.0466 0.706 0.367 -0.517
C 1.5066 3.5194 0.3298 -0.048 -0.176 0.517
C 2.8132 4.3196 0.4087 0.015 0.259 0.083
C 0.7431 4.2050 -1.8975 0.063 0.249 -0.239
C -0.4663 5.0040 -1.4817 -0.100 0.252 0.180
O -1.5918 4.6953 -1.6979 -0.010 -0.198 0.045
I -0.0752 6.8384 -0.4058 -0.006 -0.088 -0.107
N 0.0379 1.8280 -0.9796 -0.868 0.068 0.495
C -0.6851 1.8034 0.3471 0.610 -0.174 0.149
S -1.8429 3.0381 1.0091 -0.368 -0.140 0.233
O -1.8577 2.6284 2.3866 -0.030 0.055 -0.271
O -3.0380 3.1100 0.2311 0.016 0.063 0.157
B -1.1085 1.8660 -2.1252 -0.148 -0.213 -0.567
C -0.9652 2.3743 -3.6017 0.166 0.156 -0.091
O -2.2805 1.3918 -1.6612 0.166 0.590 0.318
C 0.8114 0.4283 -1.1143 0.737 -0.865 0.289
I 0.0539 -0.6471 -2.8642 -0.136 0.111 -0.046
C 0.6548 -0.5839 0.0435 -0.101 -0.065 0.141
C -0.4495 -1.6582 0.2092 -0.104 -0.004 0.166
C -1.9536 -1.3988 0.0360 -0.239 -0.290 0.256
C -2.7041 -0.9282 1.3018 0.193 0.239 -0.190
C -4.0925 -1.5280 1.3406 -0.194 0.095 0.048
F -4.6645 -1.4223 0.1189 -0.048 0.063 -0.231
F -4.0180 -2.8395 1.6496 0.013 -0.293 -0.026
C -4.9995 -0.8376 2.4016 -0.063 -0.504 -0.061
F -4.8312 0.4743 2.3149 -0.087 0.678 -0.218
F -4.5455 -1.2287 3.5868 0.114 -0.104 0.561
S -6.8856 -1.1682 2.3234 0.180 0.021 -0.051
F -6.8716 -1.9632 3.6852 0.003 -0.069 -0.019
F -6.6586 -2.5275 1.5354 0.020 0.071 0.026
F -6.9226 -0.3653 0.9534 -0.067 -0.005 -0.020
F -7.1442 0.1758 3.1216 -0.039 0.003 0.044
F -8.4360 -1.3905 2.2154 0.126 0.046 -0.085
H 5.4083 2.1957 1.6404 0.106 -0.064 0.079
H 6.8980 1.4895 0.9549 -0.084 -0.053 0.111
H 6.2198 2.9371 0.2637 -0.060 0.070 0.140
H 5.2207 1.5484 -1.2776 -0.108 0.057 0.018
H 5.5513 0.1361 -0.3454 0.046 0.069 -0.030
H 2.7096 -1.1975 1.4101 -0.130 0.145 -0.050
H 4.3914 -1.1631 0.9782 -0.134 -0.064 -0.035
H 3.6826 -0.8995 3.5031 -0.003 0.061 0.073
H 3.4618 0.8195 3.0739 -0.098 -0.088 0.142
H 5.0279 0.0455 2.8746 -0.034 0.042 0.048
H 3.9867 0.6665 -2.5780 -0.062 0.010 0.005
H 2.6548 -0.0796 -3.3295 -0.262 0.006 0.116
H 4.2675 -1.3079 -1.0033 -0.179 0.067 0.047
H 4.6272 -1.4561 -2.6898 0.067 -0.075 0.141
H 2.9821 -3.0074 -3.0887 -0.366 0.109 -0.042
H 1.9538 -2.5030 -1.7105 -0.058 0.058 -0.154
H 3.3289 -4.9424 0.2459 0.031 0.009 -0.025
H 2.3349 -3.4780 0.3775 0.028 0.006 0.011
H 1.9252 -4.7282 -0.8198 0.026 -0.026 -0.012
H 1.6852 1.9989 -2.8281 0.040 0.238 -0.065
H 3.9106 3.0235 -1.4791 -0.071 0.071 0.069
H 0.7267 4.1919 0.6911 -0.143 -0.056 -0.177
H 1.5889 2.7320 1.0739 0.107 -0.003 -0.099
H 2.6783 5.1328 1.1234 0.024 -0.058 0.005
H 3.6288 3.7008 0.7837 -0.015 -0.060 -0.118
H 3.1293 4.7880 -0.5208 -0.061 0.003 -0.022
H 0.6372 3.9959 -2.9597 -0.143 -0.174 0.079
H 1.6126 4.8566 -1.8417 0.027 -0.143 0.145
H -1.3045 0.9192 0.3912 -0.193 -0.037 -0.210
H 0.0358 1.6908 1.1464 0.030 0.225 -0.050
H -1.2349 4.2438 0.9427 0.109 -0.017 -0.076
H 0.0362 2.3634 -4.0258 0.006 -0.039 -0.001
H -1.5743 1.7181 -4.2262 -0.032 0.019 0.066
H -1.3588 3.3847 -3.7125 -0.089 0.020 0.023
H -3.0459 1.9173 -1.9356 -0.109 -0.330 -0.120
H 0.8275 -0.0857 0.9989 -0.030 0.177 -0.079
H 1.5627 -1.1719 -0.0868 -0.082 -0.019 -0.089
H -0.3212 -2.0306 1.2317 0.129 0.016 -0.032
H -0.1785 -2.5197 -0.4053 -0.020 0.199 -0.203
H -2.1983 -0.7372 -0.7883 0.113 0.058 -0.084
H -2.3865 -2.3627 -0.2438 0.080 0.016 -0.025
H -2.1813 -1.1997 2.2196 -0.054 -0.080 0.018
H -2.8444 0.1499 1.3182 0.088 0.105 0.024
C -10.7092 -0.9580 4.2726 -0.163 -0.170 0.137
C -11.8231 -0.2204 3.5636 0.171 0.224 0.005
O -12.8483 -1.1118 3.0972 0.016 -0.034 -0.028
C -13.6949 -1.5421 4.0318 -0.033 0.008 -0.047
O -13.6894 -1.2278 5.1931 0.013 0.003 0.067
O -14.5586 -2.3759 3.4559 0.002 -0.029 -0.014
C -15.5095 -2.9575 4.3541 -0.084 -0.037 -0.020
H -10.3134 -1.7463 3.6370 0.041 0.008 -0.043
H -9.9057 -0.2662 4.5270 0.018 0.006 -0.032
H -11.0703 -1.4184 5.1912 -0.029 0.080 0.030
H -11.4520 0.2640 2.6620 -0.047 -0.052 -0.052
H -12.2677 0.5436 4.2005 -0.048 -0.065 0.053
H -16.0310 -2.1866 4.9163 0.026 0.014 0.025
H -15.0124 -3.6401 5.0409 0.012 0.035 0.035
H -16.2089 -3.5034 3.7289 0.022 -0.002 -0.029
C 11.8640 0.5291 -1.7618 -0.030 -0.175 0.024
C 10.5014 0.8983 -2.3026 0.114 0.245 0.000
O 9.7085 -0.2653 -2.6075 0.006 -0.040 -0.021
C 9.1569 -0.8727 -1.5646 -0.078 0.053 -0.050
O 9.2133 -0.5154 -0.4149 -0.018 0.035 0.061
O 8.4944 -1.9432 -2.0073 0.024 -0.054 -0.005
C 7.9206 -2.7484 -0.9757 -0.203 -0.120 0.012
H 12.3784 -0.1382 -2.4534 0.025 0.050 -0.032
H 12.4666 1.4275 -1.6312 0.000 0.017 -0.014
H 11.7803 0.0275 -0.7991 -0.019 0.040 0.022
H 10.5899 1.4212 -3.2523 -0.038 -0.062 -0.043
H 9.9532 1.5365 -1.6097 -0.023 -0.070 0.052
H 7.3168 -2.1396 -0.3048 0.056 0.006 0.057
H 8.6965 -3.2630 -0.4120 0.032 0.084 0.047
H 7.2875 -3.4786 -1.4712 0.031 0.025 -0.093
C 5.1804 -7.3703 -5.4680 -0.123 0.045 -0.112
C 4.3668 -7.2239 -4.2018 0.220 -0.068 0.113
O 3.0823 -6.6224 -4.4504 -0.002 0.038 -0.011
C 2.1665 -7.4371 -4.9762 -0.015 0.059 0.081
O 2.3080 -8.6050 -5.2190 0.016 -0.054 -0.041
O 1.0526 -6.7298 -5.1705 -0.053 0.057 -0.030
C -0.0160 -7.4604 -5.7856 -0.082 0.012 0.008
H 5.2790 -6.4074 -5.9706 0.052 0.013 0.034
H 6.1762 -7.7423 -5.2284 0.011 0.004 0.017
H 4.7085 -8.0695 -6.1560 0.005 -0.039 0.031
H 4.8533 -6.5445 -3.5042 -0.061 0.057 -0.002
H 4.2254 -8.1822 -3.7034 -0.063 -0.027 -0.059
H -0.2216 -8.3770 -5.2384 0.034 -0.027 -0.011
H 0.2332 -7.6954 -6.8185 0.027 -0.050 0.011
H -0.8799 -6.8038 -5.7528 0.019 0.030 0.004
C 7.8558 7.5377 -3.3143 0.136 -0.104 0.097
C 6.7016 7.3340 -2.3587 -0.116 0.145 -0.185
O 7.0355 6.4324 -1.2850 -0.066 -0.020 0.027
C 7.8101 6.9550 -0.3303 0.087 -0.095 -0.082
O 8.2053 8.0877 -0.2815 -0.013 0.077 0.028
O 8.0806 5.9954 0.5553 -0.021 -0.049 -0.002
C 9.0103 6.3801 1.5776 -0.019 -0.038 0.117
H 8.2135 6.5782 -3.6899 -0.050 0.002 -0.054
H 7.5353 8.1466 -4.1590 -0.020 -0.002 -0.009
H 8.6847 8.0415 -2.8212 -0.028 0.051 0.005
H 5.8633 6.8575 -2.8643 0.004 -0.075 0.055
H 6.3566 8.2807 -1.9443 0.070 -0.004 0.076
H 8.6842 7.2911 2.0728 0.009 0.031 -0.029
H 10.0002 6.5261 1.1499 -0.008 0.054 -0.019
H 9.0295 5.5559 2.2836 -0.012 -0.026 -0.025
C -4.2405 2.5826 5.2571 -0.108 0.078 0.136
C -3.7452 3.8482 4.5931 0.075 -0.158 -0.119
O -4.4174 5.0168 5.0916 -0.028 -0.010 -0.015
C -4.0020 5.4449 6.2830 -0.012 0.053 -0.013
O -3.1058 4.9715 6.9329 0.043 -0.032 0.032
O -4.7404 6.4968 6.6266 -0.024 0.001 0.001
C -4.4421 7.0379 7.9186 -0.019 0.085 0.037
H -5.3231 2.4979 5.1542 0.009 -0.033 -0.064
H -3.7746 1.7146 4.7919 0.018 -0.027 -0.039
H -3.9972 2.5792 6.3184 0.050 -0.001 -0.011
H -3.9682 3.8338 3.5289 -0.077 0.082 0.005
H -2.6693 3.9658 4.7140 -0.005 0.039 0.081
H -3.3824 7.2647 8.0068 0.017 -0.034 0.001
H -4.7342 6.3368 8.6981 0.042 -0.027 0.000
H -5.0285 7.9475 7.9989 -0.025 -0.010 -0.027
C -6.8286 -3.5369 -1.6020 -0.142 -0.165 -0.071
C -5.7088 -4.3826 -1.0348 0.111 0.285 -0.083
O -6.1392 -5.7174 -0.7326 -0.023 -0.016 0.015
C -6.2515 -6.5292 -1.7840 0.030 0.002 0.048
O -5.9805 -6.2512 -2.9240 0.007 0.004 -0.063
O -6.7010 -7.7039 -1.3544 -0.029 -0.026 0.013
C -6.9231 -8.6725 -2.3857 -0.006 -0.086 0.009
H -7.6864 -3.5406 -0.9288 0.037 0.053 0.048
H -6.4935 -2.5079 -1.7351 0.022 0.009 0.037
H -7.1548 -3.9217 -2.5670 0.049 0.014 -0.028
H -5.3695 -3.9763 -0.0891 -0.019 -0.110 0.132
H -4.8548 -4.4207 -1.7129 -0.062 -0.072 -0.069
H -6.0305 -8.8003 -2.9932 0.003 0.031 -0.021
H -7.7570 -8.3682 -3.0155 0.026 0.028 -0.033
H -7.1635 -9.5979 -1.8726 -0.010 0.015 0.032
```
Forces are in eV/Å.

net charge = +1
energy = -174168.3065 eV
spin multiplicity = 1
LUMO = -3.31 eV
Kohn-Sham gap = 8.04 eV
max |F| = 1.17 eV/Å
molar mass = 1596.95 Da